No. 1
Computed, not measured: C26H50MoN3O2P as an isolated structure at a distorted geometry, with wB97M-V/def2-TZVPD.

The geometry in XYZ format:
```
83
Properties=species:S:1:pos:R:3:lowdin_charge:R:1
H -3.753 -3.578 3.244 0.128
C 4.419 -1.546 -1.559 -0.061
H 2.893 -2.179 -3.438 0.074
H -2.690 -4.717 4.111 0.138
H 0.916 -4.165 -2.025 0.116
C -3.306 -4.209 0.029 -0.172
H -0.738 -2.628 -2.947 0.121
H 3.412 0.658 4.636 0.102
H 4.657 -2.059 1.087 0.121
C 1.356 -3.377 -1.393 -0.065
N -1.744 -3.663 2.615 0.109
P 1.808 -0.615 -0.933 1.035
C -2.885 -2.867 0.625 -0.120
C -3.467 -5.463 2.249 -0.172
H 2.599 0.774 -2.876 0.117
H 2.408 -3.635 -1.245 0.075
H 5.467 -1.592 -1.226 0.118
H -2.604 0.467 2.491 0.137
H -2.641 -6.137 1.983 0.129
H -0.074 0.355 2.717 0.050
C 1.153 -2.022 -2.081 -0.631
H -0.587 -0.878 -2.790 0.076
C -0.574 4.126 -1.503 0.048
C 1.089 1.909 -1.916 -0.288
H -3.708 1.820 0.263 0.149
H 3.760 0.800 0.890 0.062
H -0.042 2.151 3.005 0.098
H -4.561 -5.906 0.456 0.128
C -1.631 -2.975 1.460 -0.453
C -4.192 -5.016 0.983 -0.193
C -2.951 -4.319 3.121 -0.153
H -0.899 1.086 4.128 0.127
H 4.137 1.143 -0.820 0.086
H -2.586 2.241 2.656 0.155
H 4.394 -0.918 -2.457 0.091
C -0.667 1.245 3.071 -0.073
H -3.253 0.120 0.494 0.114
H -0.902 -1.894 -1.338 0.034
N 0.290 2.000 -0.791 -0.041
H -5.073 -4.419 1.258 0.125
H -1.198 4.994 -1.268 0.153
H 4.117 -2.569 -1.801 0.081
H 3.133 -2.845 0.593 0.078
H -3.860 -4.006 -0.895 0.123
C -2.590 0.959 -1.395 -0.044
H -1.876 0.145 -1.602 0.036
C 3.597 -0.947 -0.415 -0.654
H 5.291 0.245 0.198 0.121
O -0.525 -2.471 1.146 -0.074
H -2.400 3.473 0.390 0.162
C -2.911 1.081 0.075 -0.198
H 1.624 0.374 0.906 0.004
H 1.589 2.812 -3.788 0.146
H 2.067 -0.454 4.772 0.101
H 1.675 -0.983 -3.931 0.083
C 1.823 -1.962 -3.461 -0.059
H -2.199 1.890 -1.825 0.084
C 1.925 0.786 -2.016 -0.137
H -0.926 -3.631 3.211 0.160
H -2.426 -4.809 -0.252 0.131
H -3.516 0.720 -1.936 0.121
C 0.983 2.929 -2.894 0.060
H 1.762 1.264 4.295 0.071
N -1.725 1.518 0.878 -0.321
H -3.683 -2.463 1.270 0.129
C 2.438 0.406 4.199 -0.098
H -0.967 3.417 1.471 0.150
H 0.834 -3.395 -0.427 0.065
C 3.611 -1.883 0.796 -0.064
H -4.175 -6.035 2.865 0.130
C -0.536 3.058 -0.608 -0.242
H 2.390 0.686 2.194 0.012
C 0.159 4.018 -2.687 0.036
C 4.225 0.400 -0.020 -0.063
H 3.104 -1.422 1.658 0.053
C -0.355 -1.828 -2.291 -0.104
H 1.353 -2.718 -4.111 0.118
H 0.097 4.796 -3.436 0.145
O 2.580 -0.028 2.847 -0.216
Mo 0.054 0.311 0.439 1.476
H -2.690 -2.134 -0.168 0.086
C -1.987 1.368 2.340 -0.204
C -1.436 2.963 0.581 -0.078
```

The calculation puts the HOMO energy (alpha / beta) at -0.63984 / -0.64234 hartree. Its charge is +3. The LUMO energy (alpha / beta) is -0.4406 / -0.4204 Ha. Its multiplicity is 4. As for the expectation value of S²: 3.7925. The HOMO-LUMO gap (alpha / beta) is 5.423 / 6.039 eV.

***

No. 2
Computed, not measured: C26H51AlCl3N2O6PSi as an isolated structure at a distorted geometry, with wB97M-V/def2-TZVPD.

The geometry in XYZ format:
```
91
Properties=species:S:1:pos:R:3:lowdin_charge:R:1
O 0.853 -0.313 2.958 -0.344
N -0.218 3.910 1.265 -0.146
O 1.806 0.120 -0.497 -0.018
C 0.081 -5.028 1.592 -0.103
H -0.114 -4.666 -1.729 0.102
H 0.963 -3.409 0.440 0.098
H -0.218 0.604 5.373 0.057
H -0.845 -1.696 6.168 0.106
C 2.315 -0.379 3.067 -0.286
H 1.041 -5.366 1.987 0.100
H -2.583 4.248 -4.248 0.037
C -1.158 -3.505 0.182 -0.191
H 1.712 3.843 -4.574 0.026
H -0.506 5.947 0.779 0.098
H -3.283 -3.717 0.170 0.119
H 2.081 0.008 -2.990 0.047
H 1.595 5.591 -4.245 0.030
H 3.055 -1.331 0.254 0.142
P 0.094 -1.757 3.182 0.894
H 0.202 0.377 7.059 0.086
C -2.921 -0.050 4.731 -0.081
C -2.328 -5.198 1.453 -0.084
H -2.170 -1.910 -0.798 0.088
C 3.194 -2.954 -1.736 -0.025
H 2.696 -0.950 2.214 0.087
H -1.132 -2.169 -4.316 0.065
H -3.566 0.831 4.665 0.079
H -0.378 6.539 -7.118 0.030
H 3.939 -3.065 -2.530 0.092
H 0.834 -1.993 6.668 0.115
H -1.311 0.667 3.460 0.100
H -1.357 5.381 2.234 0.097
H -1.081 -6.528 2.622 0.097
C -1.179 -2.378 -0.847 -0.365
Al -0.148 0.349 -0.585 -0.588
C -0.468 -4.045 -2.553 -0.120
C -2.350 -4.108 0.580 -0.026
H -0.915 7.186 -5.551 0.031
C -1.473 -1.874 -3.318 -0.053
H 2.391 -3.684 -1.916 0.091
H 3.904 1.018 3.245 0.084
H 1.429 -1.604 -3.446 0.097
C -1.055 5.104 1.218 -0.025
H 1.965 5.019 -5.889 0.032
H -2.282 0.066 5.615 0.054
H 2.320 1.654 3.758 0.077
H -1.230 3.395 -3.464 -0.059
O 0.582 -2.102 4.693 -0.341
H 3.144 -1.245 -3.744 0.097
C 0.052 -3.937 0.717 -0.103
Cl -0.691 3.172 -6.712 0.288
C -1.007 -2.844 -2.285 -0.225
H 3.656 -3.154 -0.764 0.095
H -1.483 5.132 -3.158 0.027
C 2.834 1.026 3.023 -0.079
H 1.606 4.847 1.744 0.105
C 0.974 4.026 2.110 0.001
C -2.095 -0.107 3.483 -0.296
H 0.653 -5.064 -4.058 0.068
Cl -2.340 0.515 -0.015 0.341
H -0.582 -3.970 -4.721 0.059
H 1.535 3.093 2.104 0.056
C 2.306 -1.062 -3.058 -0.015
C 2.521 -0.915 -0.617 -0.200
C 0.202 -1.451 5.958 -0.248
N 2.676 -1.594 -1.751 -0.139
H -1.943 4.898 0.617 0.098
C -0.457 2.872 0.486 -0.230
O -0.221 -1.431 -0.502 -0.184
O -1.479 -1.423 3.390 -0.294
H -1.092 -0.857 -3.119 0.001
Cl -0.140 1.319 -2.570 0.393
H -2.691 0.014 2.577 0.056
H 2.702 1.436 2.015 0.064
C 0.440 0.032 6.043 -0.091
H -2.042 6.255 -6.564 0.031
H -2.574 -1.803 -3.337 0.101
C 1.381 4.807 -4.982 -0.220
H 1.493 0.270 5.854 0.074
C -1.106 -5.666 1.951 -0.102
C -1.538 4.345 -3.922 -0.231
H -3.550 -0.947 4.844 0.092
O 0.245 1.802 0.525 -0.055
H 2.593 -0.887 4.001 0.106
C -0.357 -4.663 -3.903 -0.099
H -1.310 2.937 -0.206 0.108
H -1.044 -5.517 -3.995 0.080
Si -0.446 4.753 -5.380 0.092
H -3.264 -5.681 1.741 0.098
H 0.654 4.266 3.133 0.103
C -0.997 6.330 -6.236 -0.222
```

The calculation puts the HOMO energy at -0.28509 hartree. The LUMO energy is 0.0078 Ha. Its multiplicity is 1. The HOMO-LUMO gap is 7.971 eV.

***

No. 3
Computed, not measured: a 5-piece molecular cluster, C26H51B2N5O7 overall at a distorted geometry, with wB97M-V/def2-TZVPD.

The geometry in XYZ format:
```
91
Properties=species:S:1:pos:R:3:lowdin_charge:R:1
H -7.035 1.111 2.700 0.114
H 2.716 -0.517 -4.653 0.066
H -0.646 2.439 2.670 0.095
O 5.049 -2.609 -2.629 0.018
H 4.258 -2.098 3.960 0.077
O 2.133 -2.234 2.482 0.050
N 2.056 0.279 -2.840 0.024
C 3.124 3.289 1.278 -0.008
H 4.131 6.711 2.290 0.082
C -2.427 1.806 3.669 -0.126
H -9.776 -1.280 2.493 0.076
H 6.056 -5.542 -2.623 0.084
H 1.119 -1.688 -8.710 0.085
H 2.430 -5.645 -1.308 0.085
C -7.282 -2.208 2.196 -0.060
H 3.817 -0.183 -0.049 0.075
H 1.076 0.409 -3.038 0.136
C -7.675 -0.919 2.545 -0.272
C 3.621 3.550 2.682 -0.547
H 3.499 -3.420 -1.000 0.142
H 1.168 1.364 2.158 0.094
H 2.917 1.225 -4.492 0.073
C 3.768 -0.080 -1.131 -0.005
N 1.521 -0.263 3.476 0.061
C 4.808 -3.795 -2.454 -0.536
H -2.159 1.190 4.533 0.114
H 2.665 -0.914 -8.331 0.083
B -3.947 1.526 3.341 -0.115
C 3.278 6.036 2.375 -0.078
C 2.416 -1.282 3.179 -0.542
C 2.327 0.122 -1.525 -0.540
H 3.751 3.794 0.541 0.087
H 1.069 -0.236 1.443 0.075
O 1.427 0.132 -0.690 0.006
C 2.981 0.277 -3.963 -0.078
H 4.161 -0.989 -1.591 0.043
N 3.657 4.841 3.104 0.006
H -7.985 -3.028 2.278 0.108
C -9.073 -0.662 3.050 -0.049
H 4.416 -0.548 3.136 0.083
N 3.915 -4.185 -1.511 0.019
H -4.080 -1.618 1.286 0.113
H 3.713 -0.592 4.746 0.077
H -3.578 0.628 1.355 0.090
H 6.162 -4.398 -3.969 0.081
H 2.095 3.632 1.164 0.086
H -0.914 -0.237 3.427 0.104
C -1.211 0.100 -8.731 -0.076
H 4.376 0.774 -1.432 0.087
C -4.427 1.011 1.928 -0.067
N -0.314 0.423 -7.639 0.008
H 3.156 2.219 1.090 0.067
C -0.716 0.289 2.496 -0.154
H 3.732 -5.731 -0.114 0.086
C 3.783 -1.134 3.803 -0.006
H -9.328 0.390 2.933 0.073
C 1.628 -0.731 -8.596 -0.007
H 2.934 5.783 1.378 0.071
H 4.749 -5.456 -3.825 0.084
C 0.818 0.346 2.320 -0.167
C 5.484 -4.874 -3.267 -0.011
C -5.437 -0.108 2.005 -0.225
H -4.815 1.845 1.332 0.134
H 1.994 0.451 4.016 0.106
H -1.148 -0.291 1.679 0.106
H -0.676 0.967 -6.872 0.140
H -1.587 1.015 -9.192 0.083
O -6.071 2.807 4.474 0.105
H -5.758 1.227 6.299 0.104
H -6.930 2.389 4.614 0.089
C 0.994 0.086 -7.495 -0.534
H 4.021 -6.262 -1.776 0.069
H -2.408 2.845 4.028 0.112
H -0.700 -0.486 -9.488 0.070
B -5.054 1.843 4.601 -0.540
O 1.622 0.435 -6.507 0.020
H -1.882 1.872 1.553 0.097
C -5.997 -2.433 1.740 -0.079
H 2.477 6.558 2.899 0.083
H -9.157 -0.947 4.099 0.080
O 3.974 2.645 3.421 0.023
C -5.078 -1.401 1.646 -0.038
H 1.597 -0.193 -9.544 0.084
H 3.995 4.946 4.048 0.138
O -4.952 1.132 5.773 0.156
H -5.701 -3.433 1.448 0.102
H 4.000 0.122 -3.620 0.075
C 3.506 -5.531 -1.162 -0.071
H -2.062 -0.473 -8.361 0.083
C -6.745 0.099 2.433 -0.013
C -1.410 1.674 2.513 -0.208
```

The calculation puts the HOMO energy at -0.31568 hartree. The SMILES is CC(=O)NCCCCB(Cc1cccc(C)c1)B(O)O.CNC(C)=O.CNC(C)=O.CNC(C)=O.CNC(C)=O. The LUMO energy is 0.0202 Ha. Its multiplicity is 1. The HOMO-LUMO gap is 9.140 eV.